Below is a molecular structure, C40H50Br2F4KO5PSSi2, with properties calculated with ωB97M-V/def2-TZVPD.

The geometry in XYZ format:
```
106
C40H50Br2F4KO5PSSi2 (ωB97M-V/def2-TZVPD)
Br -0.870 4.293 -0.722
Br -1.523 0.007 8.228
K -1.392 1.207 0.349
S -1.629 -1.242 -1.791
P 1.526 2.124 -1.078
Si -3.943 3.629 -0.569
Si -0.868 -2.817 -0.754
F 4.846 6.018 0.128
F 4.362 3.502 -0.581
F 0.290 7.031 -0.073
F 2.816 7.792 0.366
O -1.961 -3.992 -0.284
O 0.223 -3.777 -1.605
O -0.151 2.402 2.379
O -1.450 0.628 2.861
O -0.076 -2.403 0.648
C -4.404 5.119 0.588
C 0.056 3.068 5.088
C 1.858 1.943 -5.675
C -0.204 -2.836 2.005
C -5.423 2.463 -0.121
C 0.799 -2.008 2.794
C 0.950 1.189 -3.577
C 2.540 2.995 -3.621
C -2.917 -4.531 -2.481
C 1.760 -2.026 -2.364
C 2.916 0.769 0.843
C 1.716 2.138 -2.896
C -0.749 1.626 3.159
C 3.579 5.614 -0.075
C -3.989 -5.175 -0.322
C 3.908 -0.045 1.373
C 1.030 1.088 -4.960
C -0.885 1.263 6.939
C -4.642 4.377 -2.221
C 0.216 3.319 6.443
C -0.254 2.412 7.386
C -1.064 1.002 5.591
C 2.929 1.101 -0.512
C 3.921 0.576 -1.334
C 4.899 -0.255 -0.805
C -1.609 -2.586 2.553
C 1.511 -3.512 -2.123
C 2.551 6.517 0.040
C 2.535 -4.046 -1.124
C 0.162 -4.319 2.097
C -1.847 -6.264 -1.022
C -2.660 -4.969 -1.042
C -0.584 1.914 4.657
C 2.609 2.901 -5.004
C 0.964 4.794 -0.524
C 3.298 4.306 -0.424
C 1.255 6.105 -0.191
C 1.608 -4.275 -3.442
C 4.899 -0.560 0.550
C 2.003 3.857 -0.645
H -4.556 -4.243 -0.325
H 0.123 -4.663 3.135
H 3.248 3.579 -5.558
H 0.537 -0.952 2.719
H 1.681 -1.463 -1.428
H -2.351 -3.169 2.009
H 3.556 -3.913 -1.497
H 0.860 -3.894 -4.141
H 3.926 0.813 -2.391
H -1.563 0.109 5.240
H -4.012 5.202 -2.575
H 2.765 -1.875 -2.770
H 0.429 0.348 -5.474
H 2.433 -3.505 -0.180
H -1.634 -2.874 3.608
H 1.413 -5.337 -3.272
H -4.684 3.638 -3.029
H -4.582 -5.956 -0.807
H -4.259 4.886 1.648
H -5.355 2.112 0.916
H -5.473 1.573 -0.757
H 0.789 -2.293 3.850
H -1.973 -4.405 -3.015
H 5.660 -1.214 0.959
H 1.024 -1.626 -3.062
H -5.461 5.396 0.436
H 2.120 1.144 1.481
H 5.660 -0.670 -1.455
H -6.367 3.022 -0.231
H -0.864 -6.079 -1.456
H 1.911 1.873 -6.755
H -0.537 -4.909 1.501
H -3.517 -5.286 -2.999
H 1.173 -4.483 1.715
H -5.661 4.768 -2.056
H 3.129 3.745 -3.104
H -3.805 -5.463 0.716
H -2.354 -7.052 -1.587
H 0.710 4.225 6.775
H 3.887 -0.294 2.427
H -0.132 2.591 8.446
H 0.420 3.753 4.332
H 2.358 -5.108 -0.937
H 0.279 0.534 -3.024
H -1.846 -1.521 2.492
H -3.441 -3.575 -2.498
H -1.716 -6.605 0.009
H 1.802 -2.166 2.389
H 2.600 -4.166 -3.891
H -3.786 5.998 0.369
```

LUMO energy (eV): 3.7
Energy relative to the best compared isomer or geometry (same formula, charge and spin) (kcal per mole): 8.4
Charge: -2

---

Below is a molecular structure, C6H13AsO3S6V, with properties calculated with ωB97M-V/def2-TZVPD.

The geometry in XYZ format:
```
30
C6H13AsO3S6V (ωB97M-V/def2-TZVPD)
As 1.806 -2.907 1.179
V -0.647 -1.160 0.597
S 3.762 -2.697 1.937
S 0.330 -2.020 2.588
S -3.128 -0.263 0.695
S 1.146 -4.848 0.645
S 1.482 -1.585 -0.575
S -4.303 -0.910 -2.024
O -1.907 -1.551 -1.090
O 0.767 1.613 2.331
O -0.294 1.314 -0.365
C 0.546 2.387 -0.012
C -0.482 1.258 -1.762
C 0.466 2.671 1.477
C -3.124 -0.925 -0.859
C -1.693 -2.393 -2.230
C 2.102 1.133 2.214
H 2.815 1.951 2.402
H 2.226 0.355 2.961
H 0.481 1.196 -2.283
H 1.574 2.182 -0.339
H -1.599 -1.784 -3.129
H -1.058 0.368 -1.992
H -0.764 -2.916 -2.014
H 1.127 3.533 1.680
H -0.563 2.962 1.707
H 2.290 0.674 1.242
H -2.532 -3.076 -2.341
H 0.203 3.298 -0.527
H -1.030 2.142 -2.113
```

LUMO energy (alpha / beta) (eV): 4.4 / 4.4
Energy relative to the best compared isomer or geometry (same formula, charge and spin) (kcal per mole): 5.0
Charge: -2
2S+1: 4

---

Below is 2 unconnected molecules or ions with the total composition C4H10NO3, with properties calculated with ωB97M-V/def2-TZVPD.

The geometry in XYZ format:
```
18
C4H10NO3 (ωB97M-V/def2-TZVPD)
O 0.713 1.801 1.600
O -0.307 1.873 -2.037
O -2.264 0.061 -0.162
N 1.866 -0.351 0.178
C -1.896 -1.074 -0.081
C 0.352 -0.119 0.287
C 0.120 0.764 1.502
C -0.440 -1.413 0.209
H 2.246 0.256 -0.553
H -2.549 -1.961 -0.161
H -0.559 0.431 2.310
H -1.259 1.940 -2.190
H 0.095 0.496 -0.575
H -0.470 -1.961 1.154
H 0.016 2.772 -1.902
H -0.048 -2.083 -0.562
H 2.058 -1.322 -0.072
H 2.328 -0.109 1.056
```

LUMO energy (eV): -4.0
Energy relative to the best compared isomer or geometry (same formula, charge and spin) (kcal per mole): 34.6
Charge: +1

---

Below is 2 unconnected molecules or ions with the total composition C8H20N3 at a distorted geometry, with properties calculated with ωB97M-V/def2-TZVPD.

The geometry in XYZ format:
```
31
C8H20N3 (ωB97M-V/def2-TZVPD)
N -0.654 0.728 0.825
N 0.135 0.166 -0.172
N -0.331 0.058 -1.461
C -1.667 -0.400 -1.616
C -2.615 0.583 -0.964
C -2.153 0.752 0.500
C 1.591 0.448 -0.085
C 1.777 1.946 -0.145
C 0.079 -2.400 1.349
C 2.354 -0.380 -1.097
C -0.363 1.083 1.990
H 1.331 2.687 0.572
H -2.594 -0.211 1.041
H 1.060 -2.556 1.452
H -0.451 -3.281 1.882
H 3.323 -0.397 -0.630
H -0.153 -2.519 0.269
H -1.843 -0.468 -2.750
H -1.142 1.612 2.689
H -2.636 1.684 0.744
H 0.647 0.932 2.407
H 2.810 2.182 -0.155
H -0.116 0.998 -2.021
H -1.700 -1.370 -1.154
H 1.784 0.003 0.882
H 2.453 -0.140 -2.088
H 1.070 2.333 -1.012
H -0.136 -1.514 1.760
H -2.392 1.515 -1.525
H 1.863 -1.371 -1.222
H -3.607 0.045 -0.976
```

LUMO energy (eV): -3.9
Energy relative to the best compared isomer or geometry (same formula, charge and spin) (kcal per mole): 136.7
Charge: +1

---

Below is a molecular structure, C32H23Cl2F6N6O4S4Tl at a distorted geometry, with properties calculated with ωB97M-V/def2-TZVPD.

The geometry in XYZ format:
```
78
C32H23Cl2F6N6O4S4Tl (ωB97M-V/def2-TZVPD)
Tl 0.295 0.266 -0.161
Cl -1.743 1.855 1.184
Cl 2.893 3.537 3.468
S 1.598 1.628 1.556
S -2.341 -0.392 -2.515
S -0.304 -2.154 -2.578
S 3.762 -0.999 -3.655
F -1.218 -4.452 -1.642
F -0.860 -4.524 -3.762
F 0.797 -4.562 -2.383
F -4.594 -1.709 -1.981
F -4.922 0.302 -2.668
F -4.340 -1.229 -4.061
O -2.254 -0.147 -1.098
O -2.014 0.682 -3.387
O 0.707 -1.820 -3.529
O 0.040 -1.916 -1.195
N -1.779 -1.808 -2.939
N -1.031 -1.073 1.154
N 3.639 -2.641 0.805
N 2.361 -0.262 -1.670
N 2.165 8.383 -5.368
N 1.870 -1.308 0.837
C 2.328 5.605 -3.302
C 1.199 -1.757 3.216
C 3.436 -3.524 3.166
C 3.937 -1.846 -2.182
C 1.854 7.399 -4.866
C 0.231 5.619 -4.516
C 1.469 6.199 -4.229
C 0.555 2.736 2.412
C -1.856 -1.815 1.434
C 1.939 4.457 -2.650
C -0.905 4.542 4.007
C 3.089 -2.766 2.057
C -3.670 -3.310 0.794
C -4.154 -0.776 -2.828
C 0.692 3.885 -2.920
C -2.836 -2.735 1.941
C 2.873 -1.754 0.116
C -0.409 -4.031 -2.617
C -3.739 -1.953 2.906
C 0.343 2.702 -2.226
C 2.600 0.018 -2.901
C 1.182 3.602 3.326
C -1.556 3.718 3.108
C 0.140 1.665 -1.639
C 2.638 -3.390 4.284
C -0.155 4.467 -3.862
C -0.838 2.835 2.316
C 0.476 4.491 4.109
C 1.548 -2.519 4.310
C -2.054 -3.835 2.678
C 1.968 -1.903 2.064
C 3.096 -1.322 -1.237
H 2.111 0.804 -3.440
H 2.865 -3.969 5.166
H -0.412 6.074 -5.254
H -3.046 -3.848 0.088
H -3.157 -1.474 3.690
H 2.585 3.984 -1.925
H -4.289 -1.187 2.364
H -1.102 3.996 -4.069
H 4.623 -2.666 -2.103
H -2.743 -4.475 3.225
H -2.629 3.756 3.007
H -4.408 -3.993 1.208
H -1.343 -3.403 3.380
H 1.007 5.134 4.789
H 4.287 -4.188 3.156
H -4.451 -2.636 3.364
H -1.466 5.229 4.619
H -1.505 -4.446 1.965
H 3.293 6.050 -3.108
H 0.976 -2.431 5.222
H 4.472 -3.091 0.465
H 0.376 -1.062 3.250
H -4.189 -2.518 0.261
```

LUMO energy (eV): -0.3
Energy relative to the best compared isomer or geometry (same formula, charge and spin) (kcal per mole): 24.7

---

Below is 2 unconnected molecules or ions with the total composition C2H4N6O4 at a distorted geometry, with properties calculated with ωB97M-V/def2-TZVPD.

The geometry in XYZ format:
```
16
C2H4N6O4 (ωB97M-V/def2-TZVPD)
O -0.055 -2.563 -1.165
O -1.501 3.085 1.504
O 1.609 -1.406 -1.960
O -2.785 2.264 -0.045
N -0.883 0.072 0.078
N -1.699 -0.494 -0.526
N 1.748 -0.220 0.607
N 0.889 -1.792 -1.098
N 2.648 0.484 0.141
N -1.819 2.202 0.741
C -0.808 1.193 0.611
C 0.964 -1.157 0.263
H 3.082 0.202 -0.732
H -1.981 -1.413 -0.512
H 0.144 1.443 1.061
H 0.446 -1.899 1.032
```

LUMO energy (alpha / beta) (eV): -1.7 / -2.3
Energy relative to the best compared isomer or geometry (same formula, charge and spin) (kcal per mole): 89.9

---

Below is a molecular structure, C48H47AsCrN6O2P, with properties calculated with ωB97M-V/def2-TZVPD.

The geometry in XYZ format:
```
106
C48H47AsCrN6O2P (ωB97M-V/def2-TZVPD)
As 2.788 2.363 -2.107
Cr -1.787 -2.102 0.367
P 0.508 -0.656 0.504
O -5.670 -2.773 -0.195
O 0.779 -4.351 2.265
N -3.458 -3.060 0.453
N -2.267 2.263 -4.275
N -3.144 -0.529 0.848
N -1.335 -3.404 1.740
N -0.507 -3.277 -0.799
N -2.141 0.377 -2.087
C -2.257 -5.344 3.014
C 2.476 -2.720 -0.232
C -0.119 -3.886 1.405
C -0.114 -0.315 3.161
C 2.477 -1.778 2.039
C 3.407 -2.820 2.490
C -1.615 0.050 -3.403
C 2.098 4.195 0.094
C -4.371 -0.878 0.406
C 1.791 -4.087 0.070
C 1.967 -1.718 0.803
C 0.340 0.340 2.011
C -4.580 -2.361 0.129
C 0.213 2.438 3.189
C -2.367 -4.337 2.079
C 1.768 3.757 -1.186
C 0.336 -3.818 0.110
C -4.009 1.615 1.424
C -4.499 -6.032 2.448
C 0.250 5.734 0.071
C -3.196 1.371 -2.172
C -0.233 1.783 4.325
C 0.683 4.338 -1.834
C -4.604 -5.023 1.495
C -2.969 0.701 1.340
C -2.773 2.638 -2.906
C 1.188 -2.592 -2.437
C 2.490 0.969 -0.739
C 7.135 3.845 -0.994
C 0.506 1.721 2.036
C 2.017 -4.648 1.502
C -3.343 -6.195 3.196
C 5.430 2.159 -0.821
C -5.443 -0.007 0.411
C -0.075 5.323 -1.212
C 4.577 2.932 -1.599
C 5.018 4.162 -2.083
C -0.390 0.401 4.312
C -3.522 -4.181 1.312
C 6.289 4.618 -1.777
C 1.039 0.527 -0.798
C -1.139 1.269 -4.187
C 2.301 -2.447 -1.695
C -0.158 -2.861 -1.981
C 3.202 -4.114 2.254
C -5.263 1.261 0.945
C 6.707 2.617 -0.521
C 1.341 5.172 0.721
H -1.940 3.137 -2.404
H 8.129 4.200 -0.759
H -6.093 1.950 1.011
H 2.092 -4.820 -0.679
H -0.736 -0.115 5.195
H 4.240 -2.517 3.113
H 6.622 5.575 -2.153
H -0.273 -1.389 3.152
H -5.496 -4.906 0.898
H -1.966 3.098 -4.784
H 1.281 -2.417 -3.504
H 3.891 -4.844 2.652
H 3.149 0.128 -0.968
H 3.549 -2.802 -0.043
H -1.984 0.953 1.694
H 0.843 0.044 -1.762
H -3.523 1.647 -1.169
H -6.398 -0.367 0.056
H 4.368 4.773 -2.699
H -3.829 2.577 1.879
H 0.466 4.057 -2.863
H -0.981 -2.622 -2.647
H 2.967 3.784 0.598
H -0.835 1.023 -5.204
H -2.392 -0.477 -3.966
H 0.378 1.401 -0.725
H -3.592 3.343 -3.038
H -1.356 -5.454 3.601
H -3.281 -6.985 3.929
H -5.334 -6.702 2.599
H 0.857 2.263 1.168
H -0.892 5.800 -1.737
H -0.773 -0.633 -3.305
H 0.343 3.511 3.194
H -1.388 0.709 -1.491
H -0.318 1.782 -3.679
H 7.366 2.010 0.085
H 2.061 -5.736 1.465
H 3.211 -2.224 -2.239
H 2.166 -1.066 2.795
H -3.036 1.853 -4.817
H -0.453 2.343 5.222
H 5.119 1.196 -0.439
H -4.057 0.917 -2.672
H -0.325 6.512 0.552
H 2.765 1.350 0.247
H 1.618 5.515 1.708
```

LUMO energy (alpha / beta) (eV): -5.5 / -5.3
Energy relative to the best compared isomer or geometry (same formula, charge and spin) (kcal per mole): 113.8
Charge: +2
2S+1: 4

---

Below is a molecular structure, C32H27EuN5O2, with properties calculated with ωB97M-V/def2-TZVPD.

The geometry in XYZ format:
```
67
C32H27EuN5O2 (ωB97M-V/def2-TZVPD)
Eu -0.732 -0.266 0.223
O -0.814 4.053 1.599
O 1.764 -2.224 3.492
N 1.075 -1.690 -1.064
N -1.458 1.968 1.126
N 0.085 -1.687 2.116
N 0.451 0.950 -1.580
N 0.666 0.856 2.102
C -3.329 3.168 -1.707
C 1.510 2.839 3.094
C 0.106 2.128 -2.056
C -0.143 -3.112 2.412
C 2.755 1.450 -2.184
C 0.631 2.171 2.261
C 1.133 -3.509 3.184
C 1.011 3.036 -2.632
C -1.773 -3.980 -0.909
C 2.135 -0.759 -1.367
C -0.482 -3.862 1.139
C -0.576 2.749 1.607
C 2.429 2.074 3.803
C -0.260 -5.750 -0.352
C -3.208 0.930 -0.857
C -2.607 2.787 0.712
C -3.786 1.299 -3.160
C 2.335 2.714 -2.657
C 3.445 -1.134 -1.421
C 2.395 0.686 3.717
C -3.067 2.311 -0.652
C 1.474 0.123 2.852
C -3.685 2.663 -2.956
C -3.578 0.432 -2.094
C 4.109 1.038 -2.213
C 1.110 -1.319 2.777
C -1.180 -5.196 -1.225
C -2.076 4.226 0.871
C 4.449 -0.220 -1.811
C 1.765 0.572 -1.698
C -1.420 -3.315 0.254
C 0.085 -5.087 0.823
H 3.040 0.063 4.321
H 0.793 -5.553 1.497
H -1.007 -3.176 3.077
H -0.943 2.386 -1.991
H 3.071 3.403 -3.056
H -1.991 -2.436 0.528
H -2.519 -3.557 -1.571
H 3.721 -2.157 -1.190
H 3.136 2.556 4.465
H -4.067 0.912 -4.131
H -1.454 -5.718 -2.132
H -1.843 4.728 -0.064
H -3.728 -0.633 -2.229
H 0.649 3.977 -3.022
H 1.466 -2.525 -0.639
H 0.186 -6.711 -0.574
H 5.481 -0.542 -1.837
H -2.713 4.859 1.478
H 0.937 -4.006 4.127
H -3.262 4.240 -1.573
H 0.670 -2.006 -1.943
H 1.846 -4.087 2.602
H 1.459 3.914 3.208
H -3.225 0.262 -0.001
H 4.862 1.730 -2.569
H -3.889 3.347 -3.770
H -3.418 2.613 1.423
```

LUMO energy (alpha / beta) (eV): -5.8 / -5.8
Energy relative to the best compared isomer or geometry (same formula, charge and spin) (kcal per mole): 5.5
Charge: +2
2S+1: 8